# 1
The following is a DFT calculation (ωB97M-V/def2-TZVPD) of a molecular structure, C24H28BBiN7SSi at a distorted geometry.

Last column: Mulliken charge in e.
Element x y z (Å)
1 Bi 0.00000 0.00000 0.00000  1.95
2 C -1.89436 1.93693 3.45132  -1.04
3 C -1.39157 1.99856 2.16549  -0.42
4 N -0.93125 0.78302 1.80912  0.21
5 N -1.13177 -0.03141 2.83170  0.02
6 C -1.71370 0.63023 3.84695  -0.12
7 B -0.72776 -1.50127 2.77954  0.02
8 N 0.77144 -1.56326 2.49948  0.24
9 C 1.72552 -2.14710 3.24545  -0.21
10 C 2.93388 -1.95440 2.61338  -1.02
11 C 2.63453 -1.23451 1.47251  -0.34
12 N 1.30695 -1.00735 1.42537  0.03
13 N -1.45593 -2.14433 1.60208  -0.16
14 C -2.29406 -3.19525 1.62660  -0.12
15 C -2.71754 -3.42889 0.33706  -1.18
16 C -2.08803 -2.46743 -0.43014  -0.25
17 N -1.32288 -1.69424 0.36544  0.33
18 H -2.33497 2.74188 4.02389  0.40
19 H -1.36307 2.87332 1.53022  0.41
20 H -1.98620 0.19816 4.80150  0.43
21 H -0.99490 -2.05735 3.80251  -0.14
22 H 1.55796 -2.67243 4.17704  0.41
23 H 3.90772 -2.29344 2.93997  0.38
24 H 3.33926 -0.89735 0.72460  0.42
25 H -2.57697 -3.75012 2.51213  0.41
26 H -3.39715 -4.19907 -0.00200  0.42
27 H -2.18170 -2.33923 -1.49993  0.37
28 C -2.97040 0.89875 -0.76555  -1.28
29 C -2.42572 0.19683 -1.97010  1.31
30 C -3.18413 0.04483 -3.12052  -0.90
31 C -2.61710 -0.61740 -4.20288  -0.98
32 C -1.30964 -1.11228 -4.11428  1.57
33 C -0.71476 -1.78599 -5.19674  -0.92
34 C 0.58548 -2.27221 -5.09408  -0.50
35 C 1.29638 -2.08842 -3.91212  -0.76
36 C 0.70461 -1.41814 -2.83490  1.12
37 S 1.63687 -1.22162 -1.39650  -0.81
38 C -0.60056 -0.91776 -2.90725  -1.46
39 N -1.16484 -0.27175 -1.86299  0.03
40 H -3.99458 1.24911 -0.92829  0.55
41 H -2.34742 1.76640 -0.52681  0.12
42 H -2.97527 0.21832 0.09164  0.00
43 H -4.19431 0.43063 -3.18031  0.50
44 H -3.19543 -0.74614 -5.11223  0.36
45 H -1.26201 -1.93375 -6.12245  0.33
46 H 1.04904 -2.79229 -5.92540  0.36
47 H 2.31210 -2.46719 -3.82940  0.40
48 C -3.25392 5.25720 0.06097  -1.06
49 Si -2.14764 4.64436 -1.32753  0.00
50 C -3.17383 4.45146 -2.88866  -1.04
51 C -0.79426 5.90936 -1.63630  -1.05
52 C -1.38286 2.98988 -0.85483  -0.17
53 C -0.89843 1.94196 -0.55550  -0.74
54 H -3.70463 6.21877 -0.20207  0.34
55 H -2.68002 5.38896 0.98316  0.31
56 H -4.05973 4.54356 0.25697  0.32
57 H -3.62380 5.40715 -3.17378  0.33
58 H -3.97852 3.72629 -2.73543  0.28
59 H -2.55227 4.10433 -3.71948  0.32
60 H -1.22656 6.87581 -1.91215  0.31
61 H -0.13830 5.58332 -2.44891  0.31
62 H -0.18483 6.05053 -0.73867  0.30
63 H 1.44444 1.18102 0.02406  -0.29

The largest force on an atom is 6.493 eV Å⁻¹. For the orbital gap (alpha / beta), the calculation gives 0.14051 / 0.15289 Ha. The value obtained for the molecular weight is 694.5 g/mol. Its net charge is -1. The HOMO energy (alpha / beta) comes out at -1.1 / -1.4 eV. The calculation puts the LUMO energy (alpha / beta) at 0.1002 / 0.1000 Eh.

# 2
The following is a DFT calculation (ωB97M-V/def2-TZVPD) of a molecular structure, C24H28BF2N6Rh at a distorted geometry.

Last column: Mulliken charge in e.
Element x y z (Å)
1 Rh -0.94343 0.07596 0.01737  0.33
2 C -0.02107 -2.01254 2.58617  -1.08
3 C -0.63397 -2.82655 1.49611  0.64
4 C -0.77764 -4.20281 1.64836  -1.00
5 C -1.35626 -4.94247 0.63207  -0.77
6 C -1.78842 -4.29014 -0.50846  -0.97
7 C -1.61291 -2.90955 -0.61363  0.48
8 N -1.02767 -2.21235 0.37909  1.01
9 C -2.05874 -2.13899 -1.77816  0.62
10 C -2.72045 -2.71776 -2.86000  -0.95
11 C -3.12985 -1.92015 -3.91401  -1.01
12 C -2.91896 -0.55355 -3.84925  -0.90
13 C -2.25861 -0.01328 -2.74776  0.56
14 N -1.81719 -0.81414 -1.75965  0.76
15 C -2.02212 1.42165 -2.58316  0.57
16 C -2.43426 2.37186 -3.51934  -0.88
17 C -2.17823 3.70942 -3.27972  -0.81
18 C -1.54231 4.07219 -2.10519  -0.98
19 C -1.17002 3.08391 -1.19893  0.61
20 C -0.50356 3.44490 0.08784  -0.91
21 N -1.39020 1.79336 -1.45347  0.96
22 H 0.00960 -2.58471 3.50897  0.57
23 H -0.60527 -1.10484 2.74894  0.08
24 H 0.99873 -1.73359 2.32500  0.07
25 H -0.43270 -4.67605 2.55338  0.53
26 H -1.46757 -6.01203 0.73043  0.47
27 H -2.25419 -4.85295 -1.29788  0.44
28 H -2.91879 -3.77594 -2.88398  0.46
29 H -3.61833 -2.35626 -4.77130  0.47
30 H -3.26789 0.08136 -4.64561  0.46
31 H -2.94777 2.08098 -4.41876  0.45
32 H -2.46827 4.46021 -3.99727  0.47
33 H -1.33048 5.10657 -1.88504  0.51
34 H -0.48798 4.52424 0.21722  0.53
35 H 0.52464 3.08111 0.09826  0.03
36 H -1.04974 2.99831 0.92380  0.05
37 F -3.66314 0.36669 1.33132  -0.15
38 B -2.37304 0.57318 1.49803  0.07
39 F -2.09516 1.12869 2.68010  -0.19
40 C 3.20793 1.09216 3.62783  -0.71
41 C 1.83338 1.72533 3.48279  -0.67
42 N 1.22959 1.25632 2.25244  0.25
43 C 1.89496 0.75346 1.20291  -0.08
44 N 1.15503 0.30511 0.18510  0.52
45 C 1.81383 -0.21203 -0.99185  -0.97
46 C 3.16588 -0.83172 -0.64548  -0.79
47 C 3.98327 0.22679 0.07646  -0.62
48 N 3.23451 0.72230 1.21411  0.10
49 C 3.97648 1.28621 2.32685  -0.54
50 H 3.11608 0.02708 3.84852  0.27
51 H 3.75373 1.56006 4.44224  0.40
52 H 1.91153 2.81770 3.45881  0.33
53 H 1.18413 1.45167 4.31683  0.39
54 H 0.22101 1.29096 2.16787  -0.07
55 H 1.96174 0.60927 -1.70723  0.29
56 H 1.15603 -0.95141 -1.46261  0.26
57 H 3.67401 -1.15317 -1.55275  0.43
58 H 3.03174 -1.70076 0.00428  0.27
59 H 4.22189 1.05777 -0.59772  0.24
60 H 4.92495 -0.18870 0.43629  0.44
61 H 4.15931 2.35250 2.14588  0.23
62 H 4.94221 0.77914 2.37656  0.39

The largest force on an atom is 3.241 eV Å⁻¹. For the orbital gap (alpha / beta), the calculation gives 0.24908 / 0.24889 Ha. As for the relative energy (zero: lowest compared OMol25 entry of this formula, charge and spin): 27.1 kcal/mol. The value obtained for the molecular weight is 552.2 g/mol. Its net charge is +2. The HOMO energy (alpha / beta) comes out at -14.2 / -14.2 eV. The calculation puts the LUMO energy (alpha / beta) at -0.2742 / -0.2743 Eh.

# 3
The following is a DFT calculation (ωB97M-V/def2-TZVPD) of a molecular structure, C24H28BrN2O4SScSi at a distorted geometry.

Last column: Mulliken charge in e.
Element x y z (Å)
1 Sc 0.06565 -0.11625 0.09790  0.25
2 O -0.68061 -3.67198 0.82978  -0.63
3 S 0.04277 -2.48207 1.12585  0.94
4 O 1.02395 -2.52043 2.17559  -0.61
5 O -0.91985 -1.29113 1.37020  -0.48
6 O 0.72200 -1.91224 -0.16914  -0.56
7 C 0.33828 1.18006 -1.73210  -0.77
8 Si 1.89234 2.03284 -1.31184  0.06
9 C 1.81023 2.36361 0.56412  -0.87
10 N 1.48065 1.12384 1.36210  1.01
11 C 2.72128 0.29005 1.64017  -0.51
12 C 3.05316 0.20684 3.11837  -0.93
13 C 3.02552 1.58961 3.75714  -0.70
14 C 1.63590 2.23927 3.59625  -0.71
15 C 0.76850 1.45093 2.62848  -1.20
16 C 3.37249 0.93543 -1.58889  0.32
17 C 4.65897 1.41687 -1.29679  0.02
18 C 5.77877 0.61032 -1.41285  -0.81
19 C 5.63636 -0.71503 -1.81828  -0.50
20 C 4.37943 -1.21445 -2.11762  -0.78
21 C 3.26075 -0.38897 -2.01247  -0.20
22 C 2.20464 3.68416 -2.11419  0.68
23 C 1.34016 4.75254 -1.84432  -0.31
24 C 1.50259 5.98860 -2.45431  -0.70
25 C 2.54063 6.17830 -3.35802  -0.47
26 C 3.40699 5.13391 -3.64503  -0.72
27 C 3.24127 3.89901 -3.02520  -0.29
28 H 0.46332 0.65975 -2.68808  0.50
29 H -0.44285 1.93429 -1.88026  0.34
30 H 1.01023 3.09025 0.75156  0.68
31 H 2.73185 2.82010 0.94328  0.29
32 H 3.53834 0.75926 1.09766  0.20
33 H 2.59213 -0.70888 1.22533  0.29
34 H 4.04680 -0.23826 3.19722  0.50
35 H 2.37450 -0.48345 3.62465  0.37
36 H 3.78060 2.21828 3.27543  0.27
37 H 3.30454 1.53121 4.80896  0.43
38 H 1.72818 3.26922 3.24739  0.21
39 H 1.10951 2.28860 4.55165  0.49
40 H -0.13422 2.00458 2.36986  0.53
41 H 0.44252 0.50804 3.06929  0.56
42 H 4.78963 2.44539 -0.96932  0.49
43 H 6.76125 1.00665 -1.18586  0.42
44 H 6.50713 -1.35473 -1.89793  0.39
45 H 4.26161 -2.24632 -2.42389  0.43
46 H 2.28810 -0.80722 -2.24437  0.24
47 H 0.51181 4.62362 -1.15110  0.12
48 H 0.82046 6.79970 -2.23002  0.41
49 H 2.67034 7.13926 -3.83990  0.37
50 H 4.21320 5.27737 -4.35359  0.40
51 H 3.92636 3.09417 -3.26594  0.35
52 Br -5.82493 3.40406 1.69702  -0.13
53 C -4.27454 2.47269 1.20439  0.22
54 C -4.22344 1.09915 1.33870  -0.73
55 C -3.05185 0.45722 0.97654  -0.37
56 N -1.98804 1.10360 0.48727  0.17
57 C -2.06729 2.43098 0.35220  -0.02
58 C -3.18371 3.16373 0.70500  -1.00
59 H -5.06054 0.53469 1.72273  0.45
60 H -2.94491 -0.61120 1.09691  0.60
61 H -1.20194 2.92589 -0.07124  0.47
62 H -3.20256 4.23742 0.58424  0.49

The largest force on an atom is 2.187 eV Å⁻¹. For the orbital gap, the calculation gives 0.30478 Ha. As for the relative energy (zero: lowest compared OMol25 entry of this formula, charge and spin): 0.0 kcal/mol. The value obtained for the molecular weight is 593.5 g/mol. The HOMO energy comes out at -8.7 eV. The calculation puts the LUMO energy at -0.0147 Eh.

# 4
The following is a DFT calculation (ωB97M-V/def2-TZVPD) of a molecular structure, C24H28ClErNOP at a distorted geometry.

Last column: Mulliken charge in e.
Element x y z (Å)
1 Er -0.10780 0.92121 1.33456  0.59
2 Cl -0.10497 1.94308 3.47117  -0.37
3 P -0.12070 0.91102 -1.25543  0.58
4 C -1.49058 0.10506 -1.94993  0.82
5 C -1.30378 -0.63099 -3.12130  -0.38
6 C -2.40779 -1.18018 -3.73611  -0.69
7 C -3.69228 -1.02007 -3.20277  -0.59
8 C -3.85566 -0.30174 -2.00989  -0.75
9 C -2.76823 0.25118 -1.36497  -0.44
10 C -0.37577 2.72920 -1.38512  1.17
11 C 0.49235 3.61487 -0.71024  -0.40
12 C 0.32815 4.98599 -0.88481  -0.84
13 C -0.68260 5.47755 -1.71608  -0.52
14 C -1.53646 4.58585 -2.37908  -0.68
15 C -1.38856 3.21631 -2.21945  -0.36
16 C 1.46325 0.56603 -1.91368  1.01
17 C 2.53238 0.07758 -1.13790  -0.17
18 C 3.74491 -0.14755 -1.75697  -0.71
19 C 3.91332 0.12311 -3.12424  -0.59
20 C 2.84255 0.64358 -3.85771  -0.78
21 C 1.61981 0.88192 -3.26389  -0.50
22 H 1.29276 3.22382 -0.06583  0.31
23 H 0.99386 5.67375 -0.36417  0.42
24 H -0.80676 6.54976 -1.84907  0.42
25 H -2.31931 4.96563 -3.02956  0.42
26 H -2.05405 2.51484 -2.72079  0.40
27 H -0.30324 -0.76248 -3.52201  0.53
28 H -2.27403 -1.75819 -4.65491  0.43
29 H -4.55593 -1.45896 -3.70277  0.43
30 H -4.85336 -0.18379 -1.57932  0.42
31 H -2.87585 0.79523 -0.42677  0.19
32 H 2.39115 -0.10352 -0.07053  -0.06
33 H 4.58610 -0.53410 -1.17501  0.42
34 H 4.87467 -0.05822 -3.60531  0.43
35 H 2.97526 0.87620 -4.91856  0.41
36 H 0.79077 1.31365 -3.81894  0.59
37 H -0.23865 -5.60372 -4.99356  -0.02
38 H 0.51176 -5.57095 -4.96110  0.02
39 O 0.75002 -0.90849 1.60532  -0.32
40 C 0.34527 -1.60192 2.61369  0.81
41 C 1.14820 -2.71626 3.12599  -0.74
42 C 1.74907 -2.39140 4.49980  -0.61
43 C 0.75261 -2.45305 5.65744  -0.68
44 C -0.42360 -1.48398 5.61284  -0.47
45 C -1.37808 -1.70744 4.45164  -0.85
46 N -0.79812 -1.17864 3.19004  0.17
47 H 0.56290 -3.64524 3.13757  0.39
48 H 1.98262 -2.86210 2.42467  0.28
49 H 2.52327 -3.13098 4.70618  0.40
50 H 2.24103 -1.40917 4.46236  0.33
51 H 0.35925 -3.47619 5.72840  0.31
52 H 1.30800 -2.25590 6.58201  0.33
53 H -1.01190 -1.65278 6.52261  0.34
54 H -0.09101 -0.43683 5.63479  0.27
55 H -1.60880 -2.76439 4.29534  0.36
56 H -2.29933 -1.16731 4.62466  0.41
57 H -1.34806 -0.38983 2.76672  0.11

The largest force on an atom is 1.982 eV Å⁻¹. For the orbital gap (alpha / beta), the calculation gives 0.25274 / 0.25821 Ha. The value obtained for the molecular weight is 580.2 g/mol. Its net charge is +2. As for the multiplicity: 4. The HOMO energy (alpha / beta) comes out at -14.4 / -14.5 eV. The calculation puts the LUMO energy (alpha / beta) at -0.2776 / -0.2729 Eh.